i) {
  "formula": "C3H2N2O2",
  "method": "wB97M-V/def2-TZVPD",
  "smiles": "O=C1N=CNC1=O",
  "charge": 0,
  "lumo_ha": -0.0231,
  "orbital_gap_ev": 8.977,
  "multiplicity": 1,
  "elements": ["C", "C", "C", "H", "H", "N", "N", "O", "O"],
  "xyz": [[0.06, 1.02, 0.00], [0.40, -1.09, -0.08], [-1.34, 0.25, -0.10], [2.20, 0.11, 0.23], [0.95, -1.93, 0.33], [1.03, 0.14, -0.22], [-0.93, -1.13, -0.06], [0.09, 2.15, -0.04], [-2.45, 0.48, -0.06]]
}

=====

ii) {
  "formula": "C3H2N2O2",
  "method": "wB97M-V/def2-TZVPD",
  "smiles": "O=c1nccno1",
  "charge": 0,
  "lumo_ha": -0.0343,
  "orbital_gap_ev": 9.224,
  "multiplicity": 1,
  "elements": ["C", "C", "C", "H", "H", "N", "N", "O", "O"],
  "xyz": [[-1.43, -0.20, 0.03], [0.48, 0.94, -0.07], [1.19, -0.25, -0.03], [0.88, 1.92, -0.22], [2.18, -0.18, 0.04], [-0.77, 1.02, 0.22], [0.63, -1.49, 0.03], [-2.58, -0.34, -0.08], [-0.57, -1.41, 0.08]]
}

=====

iii) {
  "formula": "C3H2N2O2",
  "method": "wB97M-V/def2-TZVPD",
  "charge": 0,
  "lumo_ha": -0.0347,
  "orbital_gap_ev": 7.998,
  "multiplicity": 1,
  "elements": ["O", "C", "C", "N", "C", "N", "O", "H", "H"],
  "xyz": [[0.44, 2.03, 1.89], [0.40, 0.82, 1.97], [-0.42, -0.01, 1.09], [-0.24, -0.49, -0.01], [-0.24, -0.96, -1.18], [-0.83, -0.15, -2.27], [-0.02, 0.49, -2.86], [0.89, 0.25, 2.79], [0.02, -1.98, -1.41]]
}

=====

iv) {
  "formula": "C3H2N2O2",
  "method": "wB97M-V/def2-TZVPD",
  "smiles": "O=c1ncnco1",
  "charge": 0,
  "lumo_ha": -0.0279,
  "orbital_gap_ev": 9.892,
  "multiplicity": 1,
  "elements": ["C", "C", "C", "H", "H", "N", "N", "O", "O"],
  "xyz": [[-1.45, -0.17, -0.07], [0.62, -1.10, 0.00], [0.67, 1.07, 0.13], [1.39, -1.81, 0.29], [1.33, 2.05, 0.03], [-0.63, -1.22, -0.03], [1.35, 0.00, -0.23], [-2.66, 0.08, -0.04], [-0.63, 1.11, -0.07]]
}

=====

Stability check: which of them is least stable? iii).

=====

i) {
  "formula": "C5H7N5",
  "method": "wB97M-V/def2-TZVPD",
  "smiles": "C#CC[C@H](N)n1cnnn1",
  "charge": 0,
  "lumo_ha": 0.0230,
  "orbital_gap_ev": 10.732,
  "multiplicity": 1,
  "elements": ["C", "C", "C", "C", "C", "N", "N", "N", "N", "N", "H", "H", "H", "H", "H", "H", "H"],
  "xyz": [[2.20, -1.54, 0.93], [1.01, -1.79, 0.86], [-1.86, 1.33, 0.51], [-0.40, -1.69, 0.77], [-0.82, -0.67, -0.50], [-3.93, 0.91, 0.32], [-3.03, 1.81, 0.79], [-3.42, -0.06, -0.22], [-1.85, 0.18, -0.12], [0.34, 0.11, -1.05], [3.22, -1.51, 0.79], [-0.94, 1.98, 0.67], [-0.86, -1.44, 1.70], [-0.84, -2.67, 0.38], [-1.12, -1.13, -1.40], [1.25, -0.48, -1.12], [0.56, 0.79, -0.33]]
}

=====

ii) {
  "formula": "C5H7N5",
  "method": "wB97M-V/def2-TZVPD",
  "smiles": "C#CC[C@H](N)n1cnnn1",
  "charge": 0,
  "lumo_ha": 0.0172,
  "orbital_gap_ev": 10.223,
  "multiplicity": 1,
  "elements": ["C", "C", "C", "C", "C", "N", "N", "N", "N", "N", "H", "H", "H", "H", "H", "H", "H"],
  "xyz": [[1.00, 1.69, -1.72], [0.90, 1.05, -0.71], [-2.59, 0.43, 1.17], [0.60, 0.38, 0.55], [-0.56, -0.80, 0.44], [-3.80, 0.47, -0.56], [-3.74, 0.84, 0.73], [-2.93, -0.16, -1.00], [-1.83, -0.19, 0.32], [-0.21, -1.79, -0.56], [1.24, 2.08, -2.66], [-2.33, 0.42, 2.20], [0.20, 0.90, 1.46], [1.50, -0.32, 0.73], [-0.44, -1.40, 1.44], [-0.62, -1.58, -1.49], [-0.75, -2.75, -0.32]]
}

=====

Stability check: which of them is least stable? ii).

=====

i) {
  "formula": "C4H7ClOS",
  "method": "wB97M-V/def2-TZVPD",
  "smiles": "C=[S@@](=O)(Cl)C1CC1",
  "charge": 0,
  "lumo_ha": [-0.0315, -0.0315],
  "orbital_gap_ev": [8.383, 8.382],
  "multiplicity": 1,
  "elements": ["C", "C", "C", "C", "O", "S", "Cl", "H", "H", "H", "H", "H", "H", "H"],
  "xyz": [[0.53, -2.22, -0.50], [-1.52, 0.28, 0.32], [-0.70, 1.57, 0.40], [-0.28, 0.56, -0.53], [1.02, -0.40, 1.51], [1.07, -0.52, 0.05], [2.69, 0.72, -0.48], [1.13, -2.85, 0.02], [0.92, -2.18, -1.49], [-1.12, -0.44, 0.98], [-2.55, 0.22, 0.10], [-0.86, 2.56, -0.17], [-0.21, 1.83, 1.31], [-0.12, 0.88, -1.51]]
}

=====

ii) {
  "formula": "C4H7ClOS",
  "method": "wB97M-V/def2-TZVPD",
  "smiles": "CC(C)(C=O)SCl",
  "charge": 0,
  "lumo_ha": 0.0098,
  "orbital_gap_ev": 9.153,
  "multiplicity": 1,
  "elements": ["C", "C", "C", "C", "O", "S", "Cl", "H", "H", "H", "H", "H", "H", "H"],
  "xyz": [[0.49, 1.46, -0.72], [-1.35, 0.32, 0.73], [0.92, -0.79, 0.64], [-0.14, 0.03, -0.09], [1.67, 1.53, -0.76], [-0.72, -1.00, -1.51], [0.80, -1.91, -2.48], [-0.32, 2.29, -1.02], [-1.17, 1.06, 1.47], [-1.77, -0.50, 1.20], [-2.17, 0.65, 0.07], [0.88, -1.88, 0.60], [1.91, -0.77, 0.22], [0.95, -0.48, 1.65]]
}

=====

Stability check: which of them is least stable? i).

=====

i) {
  "formula": "C3H6N2O2",
  "method": "wB97M-V/def2-TZVPD",
  "charge": 0,
  "lumo_ha": 0.0286,
  "orbital_gap_ev": 10.343,
  "multiplicity": 1,
  "elements": ["N", "C", "O", "C", "O", "C", "N", "H", "H", "H", "H", "H", "H"],
  "xyz": [[-1.55, -0.34, -0.93], [-0.55, 0.09, 0.00], [-0.87, 1.39, 0.41], [-0.23, -0.91, 1.12], [1.17, -0.63, 1.03], [1.06, 0.04, -0.16], [2.10, 0.43, -0.75], [-2.27, 0.37, -1.02], [-2.00, -1.20, -0.62], [-0.42, -1.94, 0.80], [-0.65, -0.72, 2.10], [-0.06, 1.91, 0.44], [1.98, 0.92, -1.62]]
}

=====

ii) {
  "formula": "C3H6N2O2",
  "method": "wB97M-V/def2-TZVPD",
  "charge": 0,
  "lumo_ha": 0.0289,
  "orbital_gap_ev": 9.783,
  "multiplicity": 1,
  "elements": ["N", "C", "O", "C", "O", "C", "N", "H", "H", "H", "H", "H", "H"],
  "xyz": [[-1.53, -0.52, -0.80], [-0.73, 0.29, 0.07], [-1.17, 1.34, 0.54], [-0.02, -0.80, 0.89], [1.37, -0.30, 1.24], [1.71, 0.50, 0.25], [0.84, 0.69, -0.69], [-2.44, -0.10, -0.88], [-1.13, -0.88, -1.65], [0.18, -1.68, 0.29], [-0.68, -1.03, 1.74], [2.70, 0.97, 0.24], [0.90, 1.52, -1.25]]
}

=====

iii) {
  "formula": "C3H6N2O2",
  "method": "wB97M-V/def2-TZVPD",
  "smiles": "[H]/N=C/OCC(N)=O",
  "charge": 0,
  "lumo_ha": 0.0287,
  "orbital_gap_ev": 10.535,
  "multiplicity": 1,
  "elements": ["N", "C", "O", "C", "O", "C", "N", "H", "H", "H", "H", "H", "H"],
  "xyz": [[-0.71, 1.62, -0.38], [0.39, 1.27, 0.34], [1.37, 1.98, 0.45], [0.29, 0.03, 1.27], [0.42, -1.32, 0.80], [0.09, -1.73, -0.42], [-0.48, -1.03, -1.31], [-0.54, 2.42, -0.99], [-1.20, 0.85, -0.82], [-0.63, 0.11, 1.85], [1.14, 0.13, 1.93], [0.41, -2.77, -0.54], [-0.56, -1.55, -2.17]]
}

=====

iv) {
  "formula": "C3H6N2O2",
  "method": "wB97M-V/def2-TZVPD",
  "smiles": "NC(=O)NCC=O",
  "charge": 0,
  "lumo_ha": 0.0271,
  "orbital_gap_ev": 10.400,
  "multiplicity": 1,
  "elements": ["O", "C", "C", "N", "C", "N", "O", "H", "H", "H", "H", "H", "H"],
  "xyz": [[-0.55, 2.17, -0.55], [0.21, 1.73, 0.26], [1.29, 0.73, -0.05], [0.91, -0.58, 0.49], [-0.27, -1.22, 0.10], [-0.48, -1.27, -1.24], [-1.02, -1.72, 0.91], [0.09, 1.99, 1.33], [1.49, 0.63, -1.11], [2.23, 1.01, 0.43], [0.98, -0.61, 1.51], [-1.32, -1.67, -1.60], [0.17, -0.89, -1.90]]
}

=====

Stability check: which of them is least stable? ii).

=====

i) {
  "formula": "C4H10NO",
  "method": "wB97M-V/def2-TZVPD",
  "smiles": "C[NH2+][C@]1(C)CO1",
  "charge": 1,
  "lumo_ha": -0.1249,
  "orbital_gap_ev": 12.179,
  "multiplicity": 1,
  "elements": ["C", "C", "C", "C", "N", "O", "H", "H", "H", "H", "H", "H", "H", "H", "H", "H"],
  "xyz": [[1.36, -0.75, -0.84], [0.64, 0.14, 0.08], [0.58, 1.58, 0.20], [-1.69, -0.62, -0.14], [-0.59, -0.48, 0.79], [1.81, -0.49, 0.40], [0.95, -1.76, -1.00], [1.99, -0.32, -1.61], [0.03, 1.83, 1.03], [-0.04, 1.88, -0.57], [1.54, 2.12, 0.14], [-1.66, 0.32, -0.82], [-1.39, -1.41, -0.80], [-2.59, -0.89, 0.33], [-0.33, -1.36, 1.17], [-0.62, 0.22, 1.64]]
}

=====

ii) {
  "formula": "C4H10NO",
  "method": "wB97M-V/def2-TZVPD",
  "smiles": "CC1(C)[NH2+][C@@H]1O",
  "charge": 1,
  "lumo_ha": -0.1197,
  "orbital_gap_ev": 12.610,
  "multiplicity": 1,
  "elements": ["C", "C", "C", "C", "N", "O", "H", "H", "H", "H", "H", "H", "H", "H", "H", "H"],
  "xyz": [[-1.07, -0.70, 0.51], [0.12, 0.11, -0.03], [0.02, 1.48, -0.57], [1.51, -0.44, 0.35], [-0.78, -0.91, -0.85], [-2.18, 0.19, 0.67], [-0.99, -1.53, 1.21], [0.39, 1.30, -1.64], [0.81, 2.11, -0.05], [-0.97, 1.90, -0.35], [1.47, -1.51, 0.63], [1.88, -0.02, 1.35], [2.27, -0.21, -0.44], [-0.50, -1.80, -1.17], [-1.42, -0.38, -1.55], [-3.00, -0.33, 0.90]]
}

=====

iii) {
  "formula": "C4H10NO",
  "method": "wB97M-V/def2-TZVPD",
  "charge": 1,
  "lumo_ha": -0.1659,
  "orbital_gap_ev": 9.700,
  "multiplicity": 1,
  "elements": ["C", "C", "C", "C", "N", "O", "H", "H", "H", "H", "H", "H", "H", "H", "H", "H"],
  "xyz": [[-1.21, -0.65, -1.27], [-0.41, 0.52, -0.71], [-0.48, 1.76, -1.51], [1.75, -1.53, 2.63], [0.11, 0.39, 0.50], [0.57, -1.45, 2.66], [-1.03, -0.62, -2.37], [-2.19, -0.44, -1.14], [-0.04, 2.56, -0.89], [-1.49, 1.94, -1.75], [-0.02, 1.67, -2.56], [2.30, -2.12, 3.35], [2.50, -1.07, 1.88], [-0.01, -0.48, 1.01], [0.42, 1.17, 1.04], [-0.79, -1.64, -0.88]]
}

=====

Stability check: which of them is least stable? i).

=====

i) {
  "formula": "CH5NO3S2",
  "method": "wB97M-V/def2-TZVPD",
  "charge": 0,
  "lumo_ha": 0.0120,
  "orbital_gap_ev": 10.026,
  "multiplicity": 1,
  "elements": ["C", "N", "O", "O", "O", "S", "S", "H", "H", "H", "H", "H"],
  "xyz": [[-1.64, -1.07, -0.37], [1.56, 1.41, 0.00], [-0.89, 1.44, 0.18], [1.20, -0.94, -0.86], [2.06, -0.57, 1.37], [-0.85, 0.15, 0.81], [1.22, -0.14, 0.28], [-2.24, -1.64, 0.33], [-0.93, -1.81, -0.77], [-2.36, -0.67, -1.05], [1.75, 2.01, 0.82], [1.13, 1.83, -0.73]]
}

=====

ii) {
  "formula": "CH5NO3S2",
  "method": "wB97M-V/def2-TZVPD",
  "charge": 0,
  "lumo_ha": -0.0075,
  "orbital_gap_ev": 9.297,
  "multiplicity": 1,
  "elements": ["C", "N", "O", "O", "O", "S", "S", "H", "H", "H", "H", "H"],
  "xyz": [[-1.72, 1.12, -0.22], [1.55, -1.29, 0.46], [-1.10, -1.49, -0.34], [1.02, 1.09, 0.95], [2.48, 0.54, -1.00], [-0.76, -0.22, -1.06], [1.36, 0.22, -0.12], [-2.22, 1.97, -0.66], [-1.04, 1.34, 0.65], [-2.37, 0.42, 0.30], [0.97, -1.63, 1.19], [1.83, -2.05, -0.15]]
}

=====

iii) {
  "formula": "CH5NO3S2",
  "method": "wB97M-V/def2-TZVPD",
  "charge": 0,
  "lumo_ha": -0.0532,
  "orbital_gap_ev": 8.187,
  "multiplicity": 1,
  "elements": ["C", "N", "O", "O", "O", "S", "S", "H", "H", "H", "H", "H"],
  "xyz": [[-1.80, 1.98, 0.28], [2.84, -1.47, -0.44], [-2.27, -0.35, -0.29], [-0.47, -0.62, 1.54], [0.22, 0.18, -0.72], [-2.73, 1.03, -0.64], [-0.38, -0.85, 0.09], [-1.09, 1.71, 0.96], [-1.93, 3.03, 0.06], [2.22, -0.67, -0.41], [2.21, -2.09, -0.87], [3.18, -1.86, 0.45]]
}

=====

Stability check: which of them is least stable? iii).

=====

i) {
  "formula": "C3H9NO",
  "method": "wB97M-V/def2-TZVPD",
  "s_squared": 0.754,
  "charge": 1,
  "lumo_ha": [-0.1186, -0.2963],
  "orbital_gap_ev": [12.477, 7.571],
  "multiplicity": 2,
  "elements": ["C", "O", "H", "H", "H", "C", "C", "N", "H", "H", "H", "H", "H", "H"],
  "xyz": [[-0.70, -0.35, -1.85], [-0.08, -1.12, -0.81], [-0.29, -0.67, -2.81], [-0.39, 0.69, -1.69], [-1.78, -0.44, -1.92], [0.55, 1.52, 1.48], [-0.35, -0.68, 0.48], [0.72, 0.33, 0.76], [-0.16, 1.42, 2.30], [1.51, 1.82, 1.94], [0.27, 2.33, 0.78], [-0.12, -1.51, 1.16], [-1.32, -0.21, 0.64], [1.28, 0.42, -0.10]]
}

=====

ii) {
  "formula": "C3H9NO",
  "method": "wB97M-V/def2-TZVPD",
  "s_squared": 0.761,
  "charge": 1,
  "lumo_ha": [-0.2062, -0.3062],
  "orbital_gap_ev": [9.212, 6.488],
  "multiplicity": 2,
  "elements": ["C", "C", "C", "N", "H", "H", "H", "H", "H", "H", "H", "H", "H", "O"],
  "xyz": [[-0.48, 0.68, 2.20], [0.36, -0.35, 1.49], [0.13, -1.47, -0.93], [-0.25, -1.13, 0.23], [-0.49, 0.54, 3.25], [-0.21, 1.69, 1.83], [-1.57, 0.55, 1.71], [0.66, -1.28, 2.07], [1.34, -0.01, 1.16], [0.80, -0.93, -1.62], [-0.36, -2.34, -1.38], [0.19, 1.56, -4.14], [-0.10, 0.78, -2.77], [-0.02, 1.72, -3.10]]
}

=====

Stability check: which of them is least stable? ii).